Entry one
Below is one molecule with the formula C9H11OP, with properties calculated with the ωB97M-V functional and the def2-TZVPD basis.

The LUMO energy comes out at 0.2 eV. Its structure (SMILES) is OP[C@@H]1CCc2ccccc21. Its HOMO-LUMO gap is 8.24 eV. The value obtained for the HOMO energy is -8.048 eV.

Bonds (Å) are listed after each position.
Element x y z (Å)
1 C -2.0993 -1.3829 1.6052  C2 1.437, C3 1.368, H12 1.009
2 C -2.7327 -0.9461 0.3910  C1 1.437, C4 1.414, H13 1.063
3 C -0.7838 -1.0795 1.8236  C1 1.368, C5 1.385, H14 1.078
4 C -2.0757 0.0351 -0.3877  C2 1.414, C6 1.414, H15 1.077
5 C -0.0836 -0.2358 0.9773  C3 1.385, C6 1.409, C7 1.515
6 C -0.7119 0.3258 -0.1517  C4 1.414, C5 1.409, C9 1.498
7 C 1.3136 0.3039 1.2037  C5 1.515, C8 1.507, H16 1.044, H17 1.207
8 C 1.4468 1.5229 0.3279  C7 1.507, C9 1.597, H18 1.072, H19 1.087
9 C 0.3849 1.1184 -0.7944  C6 1.498, C8 1.597, P11 2.209, H22 1.080
10 O 2.4618 -0.3283 -3.3547  P11 1.780, H20 0.999
11 P 1.2771 -0.4776 -2.0341  C9 2.209, O10 1.780, H21 1.294
12 H -2.5930 -1.8447 2.3541  C1 1.009
13 H -3.7386 -1.2620 0.2530  C2 1.063
14 H -0.3567 -1.2902 2.7906  C3 1.078
15 H -2.4593 0.3850 -1.3311  C4 1.077
16 H 1.5331 0.2801 2.2241  C7 1.044
17 H 2.0004 -0.4591 0.5681  C7 1.207
18 H 0.9699 2.3924 0.7356  C8 1.072
19 H 2.5036 1.5985 0.0870  C8 1.087
20 H 3.3601 -0.2090 -2.9350  O10 0.999
21 H 0.4140 -0.3879 -2.9945  P11 1.294
22 H -0.0305 1.9411 -1.3577  C9 1.080

Entry two
Below is one molecule with the formula C9H11OP, with properties calculated with the ωB97M-V functional and the def2-TZVPD basis.

The LUMO energy comes out at 0.0 eV. Its HOMO-LUMO gap is 8.72 eV. The value obtained for the HOMO energy is -8.742 eV.

Bonds (Å) are listed after each position.
Element x y z (Å)
1 C 0.3371 -1.5458 2.0584  C2 1.372, C3 1.372, H12 1.130
2 C 0.4329 -2.7813 1.4686  C1 1.372, C4 1.358, H13 1.121
3 C 0.2491 -0.3798 1.3408  C1 1.372, C5 1.404, H14 1.128
4 C 0.3228 -2.8578 0.1174  C2 1.358, C6 1.409, H15 1.160
5 C 0.2222 -0.4657 -0.0602  C3 1.404, C6 1.408, C7 1.519
6 C 0.3267 -1.7135 -0.7043  C4 1.409, C5 1.408, C9 1.536
7 C 0.0749 0.7105 -1.0101  C5 1.519, C8 1.509, H16 1.035, H17 1.082
8 C 0.0994 2.0665 -0.3493  C7 1.509, P11 1.857, H18 1.087, H19 1.109
9 C 0.3721 -1.8212 -2.2362  C6 1.536, O10 1.332
10 O 0.9708 -3.0030 -2.3765  C9 1.332, H20 0.962
11 P -1.1920 2.5453 0.8967  C8 1.857, H21 1.423, H22 1.394
12 H 0.2575 -1.4164 3.1781  C1 1.130
13 H 0.4881 -3.7032 2.1032  C2 1.121
14 H 0.3238 0.5269 2.0070  C3 1.128
15 H 0.2538 -3.8850 -0.4170  C4 1.160
16 H 0.9226 0.6831 -1.6038  C7 1.035
17 H -0.8333 0.6363 -1.5931  C7 1.082
18 H 0.9459 2.0589 0.3321  C8 1.087
19 H 0.3123 2.9084 -1.0389  C8 1.109
20 H 1.1384 -3.2806 -3.2822  O10 0.962
21 H -1.9540 3.0366 -0.2000  P11 1.423
22 H -2.0109 1.4310 1.0702  P11 1.394

Entry three
Below is a 2-piece molecular cluster, C9H11OP overall, with properties calculated with the ωB97M-V functional and the def2-TZVPD basis.

The LUMO energy comes out at 0.7 eV. Its structure (SMILES) is Pc1ccccc1.CC=C=O. Its HOMO-LUMO gap is 9.37 eV. The value obtained for the HOMO energy is -8.629 eV.

Bonds (Å) are listed after each position.
Element x y z (Å)
1 C -2.1912 -1.0672 -0.6217  C2 1.372, C3 1.384, H12 1.056
2 C -1.9275 -0.9015 0.7145  C1 1.372, C4 1.413, H13 1.071
3 C -1.5732 -0.2816 -1.5788  C1 1.384, C5 1.368, H14 1.052
4 C -1.3059 0.2608 1.2223  C2 1.413, C6 1.391, H15 0.996
5 C -0.8636 0.7804 -1.0879  C3 1.368, C6 1.423, H16 1.002
6 C -0.7989 1.1531 0.2834  C4 1.391, C5 1.423, P11 1.916
7 C 1.3916 -2.1571 -0.5500  C9 1.305, O10 1.168
8 C 2.4957 -0.0159 0.3976  C9 1.508, H17 1.044, H18 0.994, H19 1.039
9 C 2.3041 -1.2270 -0.4804  C7 1.305, C8 1.508, H21 1.101
10 O 0.5598 -2.9719 -0.6453  C7 1.168
11 P 0.2494 2.6997 0.7069  C6 1.916, H20 1.333, H22 1.365
12 H -2.7029 -1.8839 -1.0543  C1 1.056
13 H -2.2412 -1.4958 1.5482  C2 1.071
14 H -1.7542 -0.5836 -2.5705  C3 1.052
15 H -1.2488 0.3061 2.2156  C4 0.996
16 H -0.3786 1.4016 -1.7072  C5 1.002
17 H 1.8836 -0.1716 1.2289  C8 1.044
18 H 3.4470 0.1450 0.6367  C8 0.994
19 H 2.2711 0.8837 -0.0723  C8 1.039
20 H -0.7594 3.5681 0.7711  P11 1.333
21 H 2.8258 -0.9775 -1.4170  C9 1.101
22 H 0.3173 2.5362 2.0603  P11 1.365

Stability verdict: entry one, ahead by 0.0322 hartree

Entry one
Below is a 2-piece molecular cluster, C2H5N2O2 overall, with properties calculated with the ωB97M-V functional and the def2-TZVPD basis.

The LUMO energy comes out at 4.1 eV. Its HOMO-LUMO gap is 8.33 eV. The value obtained for the HOMO energy is -4.248 eV. The charge is -1.

Bonds (Å) are listed after each position.
Element x y z (Å)
1 N 0.8432 -0.2649 -0.8876  C2 1.389, H4 0.979, H5 1.039
2 C 1.4763 -1.4403 -0.5053  N1 1.389, N3 1.330, H6 1.101
3 N 2.7346 -1.3490 -0.0853  C2 1.330, H7 1.062
4 H 1.0072 0.5642 -0.3926  N1 0.979
5 H -0.0084 -0.3107 -1.4809  N1 1.039
6 H 1.3023 -2.3247 -1.1378  C2 1.101
7 H 2.9923 -2.2599 0.3956  N3 1.062
8 O -1.4224 1.0035 -0.5800  C9 1.270
9 C -1.6669 1.3809 0.6072  O8 1.270, O10 1.256, H11 1.092
10 O -2.0063 0.6864 1.5965  C9 1.256
11 H -1.7646 2.4662 0.6832  C9 1.092

Entry two
Below is an isolated ion of composition C2H5N2O2 and charge -1, with properties calculated with the ωB97M-V functional and the def2-TZVPD basis.

The LUMO energy comes out at 4.5 eV. Its structure (SMILES) is C=C([O-])NNO. Its HOMO-LUMO gap is 7.46 eV. The value obtained for the HOMO energy is -2.957 eV. The charge is -1.

Bonds (Å) are listed after each position.
Element x y z (Å)
1 C -0.1789 0.4222 -1.5112  C2 1.332, H7 1.075, H8 1.040
2 C -0.5559 0.4367 -0.2338  C1 1.332, N3 1.570, O6 1.283
3 N 0.7019 0.5524 0.6991  C2 1.570, N4 1.416, H9 1.044
4 N 0.3702 0.1385 2.0119  N3 1.416, O5 1.446, H10 0.997
5 O 0.0683 -1.2755 2.0060  N4 1.446, H11 1.059
6 O -1.6665 0.3666 0.4058  C2 1.283
7 H -0.8483 0.3850 -2.3511  C1 1.075
8 H 0.7059 0.5225 -2.0491  C1 1.040
9 H 1.4817 0.0234 0.2497  N3 1.044
10 H -0.5546 0.5104 2.0159  N4 0.997
11 H -0.8288 -1.4634 1.4752  O5 1.059

Stability verdict: entry one, ahead by 0.1004 hartree